1.
DFT (wB97M-V/def2-TZVPD) results for a cluster of 2 separate species, C4H10NO3 in total.

Positions of all 18 atoms, in Å:
C (2.6780, 0.4255, 1.1947)
C (1.4139, -0.2794, 0.7267)
N (0.2554, 0.6002, 0.4295)
C (0.0112, 0.6688, -1.0774)
C (-1.1480, -0.3800, -1.4904)
O (-1.7707, -0.9350, -0.5765)
O (-1.2948, -0.3897, -2.7227)
H (3.3386, -0.4102, 1.5241)
H (2.4595, 1.0043, 2.0683)
H (3.1953, 1.1285, 0.5543)
H (1.6801, -0.8574, -0.1876)
H (1.1890, -1.0137, 1.5340)
H (-0.6060, 0.1687, 0.7290)
H (0.9648, 0.6449, -1.5842)
H (-0.3456, 1.6708, -1.2550)
H (-3.8537, -0.6967, -0.7168)
H (-3.7618, -0.5951, 0.7725)
O (-4.4050, -0.7545, 0.0776)

Computed properties:
- HOMO energy: -4.1373 eV
- E_tot: -11944.2289 eV
- Largest force on an atom: 0.05609 hartree/bohr
- Frontier orbital gap: 7.9 eV
- Total charge: -1

natural (NBO) atomic charge list, values in e, 6 entries: -0.6092, -0.2164, -0.6727, -0.3595, 0.7680, -0.8045


2.
DFT (wB97M-V/def2-TZVPD) results for a cluster of 6 separate species, C28H74BF4N5O4 in total.

Positions of all 116 atoms, in Å:
C (17.7847, -40.6015, -38.3030)
C (17.9421, -39.1280, -37.9205)
C (19.2446, -38.8729, -37.2024)
N (19.4798, -37.4379, -36.7881)
C (18.5920, -37.0639, -35.6625)
C (20.9455, -37.2598, -36.3600)
C (21.4672, -36.0500, -37.1505)
C (20.2116, -35.3054, -37.5802)
C (19.3200, -36.4820, -37.9677)
H (16.9715, -40.7280, -39.0056)
H (17.5570, -41.2062, -37.4201)
H (18.7652, -40.9759, -38.6022)
H (17.0883, -38.7590, -37.3360)
H (17.8379, -38.5067, -38.8163)
H (20.0697, -39.1722, -37.8499)
H (19.3066, -39.4495, -36.2781)
H (18.8802, -36.1130, -35.2333)
H (18.5459, -37.8843, -34.9481)
H (17.5748, -37.0331, -36.0573)
H (20.9753, -37.0173, -35.3007)
H (21.5166, -38.1652, -36.5372)
H (22.0284, -35.4105, -36.4674)
H (22.1218, -36.3074, -37.9789)
H (19.7585, -34.7357, -36.7689)
H (20.3287, -34.6514, -38.4427)
H (18.2540, -36.2975, -38.0691)
H (19.7043, -37.0307, -38.8243)
C (21.5249, -35.7126, -31.4750)
N (21.9080, -36.7105, -30.4340)
C (22.6376, -36.0574, -29.3164)
C (20.6479, -37.3363, -29.8874)
C (22.7382, -37.8112, -31.0482)
C (23.9916, -37.3960, -31.7975)
O (24.9421, -36.7985, -30.9529)
H (22.4336, -35.1601, -31.7133)
H (20.8137, -35.0148, -31.0418)
H (21.1547, -36.2022, -32.3677)
H (23.5611, -35.6476, -29.7052)
H (22.8019, -36.8007, -28.5426)
H (22.0106, -35.2578, -28.9251)
H (20.0341, -37.6453, -30.7269)
H (20.1842, -36.6645, -29.1743)
H (20.9563, -38.2361, -29.3536)
H (22.0826, -38.3831, -31.7066)
H (22.9999, -38.4864, -30.2308)
H (23.7190, -36.7913, -32.6704)
H (24.3931, -38.3390, -32.1822)
H (25.8131, -37.1743, -31.1078)
C (21.4005, -29.4458, -31.3517)
N (21.0986, -30.3519, -30.2167)
C (21.7533, -29.8314, -28.9640)
C (19.6322, -30.4162, -29.9822)
C (21.5426, -31.7771, -30.5446)
C (23.0012, -32.0174, -30.8149)
O (23.7862, -31.9013, -29.6357)
H (22.4711, -29.4174, -31.5219)
H (21.1038, -28.4352, -31.0758)
H (20.8471, -29.7818, -32.2239)
H (21.4730, -28.7851, -28.8711)
H (22.8193, -29.9610, -29.0752)
H (21.3605, -30.3818, -28.1151)
H (19.4481, -30.9334, -29.0451)
H (19.0891, -30.8132, -30.8322)
H (19.3001, -29.3895, -29.8052)
H (20.9400, -32.0616, -31.4069)
H (21.1937, -32.3624, -29.6903)
H (23.3643, -31.3309, -31.5856)
H (23.1377, -33.0130, -31.2447)
H (24.6490, -31.5336, -29.8481)
C (28.3206, -31.5817, -33.4458)
N (27.3716, -32.3751, -34.2770)
C (26.3195, -32.9948, -33.3954)
C (26.6392, -31.4898, -35.2237)
C (28.0932, -33.3995, -35.1215)
C (28.7162, -34.5895, -34.4261)
O (27.7145, -35.4273, -33.8309)
H (27.7541, -30.8735, -32.8543)
H (29.0750, -31.1488, -34.0976)
H (28.8351, -32.2879, -32.7965)
H (25.6514, -32.2244, -33.0209)
H (26.7830, -33.5631, -32.5968)
H (25.7447, -33.6793, -34.0109)
H (26.4307, -30.5360, -34.7369)
H (25.7074, -31.9482, -35.5377)
H (27.2842, -31.2396, -36.0647)
H (28.9725, -32.8506, -35.4782)
H (27.5175, -33.6555, -36.0053)
H (29.4466, -34.2955, -33.6721)
H (29.1816, -35.1610, -35.2321)
H (28.1335, -36.2641, -33.6040)
C (17.9379, -31.7727, -37.5830)
N (18.7168, -30.7488, -36.8029)
C (18.4598, -29.4449, -37.4667)
C (18.2364, -30.7688, -35.3992)
C (20.1815, -31.1531, -36.8874)
C (21.1452, -30.0970, -36.3998)
O (21.2569, -29.0491, -37.3519)
H (16.8948, -31.4689, -37.5656)
H (18.0961, -32.7416, -37.1162)
H (18.2912, -31.7748, -38.6094)
H (17.4094, -29.1783, -37.3706)
H (18.7901, -29.5002, -38.4991)
H (19.0377, -28.6512, -37.0016)
H (18.3959, -31.7707, -35.0099)
H (17.1617, -30.5943, -35.4303)
H (18.7321, -29.9837, -34.8414)
H (20.4323, -31.4235, -37.9101)
H (20.2622, -32.0166, -36.2290)
H (22.1100, -30.5874, -36.2532)
H (20.8877, -29.7182, -35.4029)
H (22.1646, -28.7311, -37.3569)
B (22.1027, -33.2027, -34.3801)
F (23.2850, -33.5308, -33.6811)
F (22.4596, -33.0685, -35.7359)
F (21.0996, -34.1881, -34.2653)
F (21.6186, -31.9630, -33.8944)

Computed properties:
- HOMO energy: -18.9205 eV
- E_tot: -57394.0525 eV
- Largest force on an atom: 0.02923 hartree/bohr
- Frontier orbital gap: 10.9 eV
- Total charge: +4

Löwdin atomic charge list, values in e, 6 entries: -0.0617, -0.2413, -0.1396, -0.2635, 0.0165, -0.0651